Formula: C27H25N3PPdS
Source: OMol25
Level of theory: ωB97M-V/def2-TZVPD

Calculated values
HOMO (spin up / spin down)   -10.446 / -10.702 eV
LUMO level (spin up / spin down)   -2.364 / -4.092 eV
HOMO-LUMO gap (spin up / spin down)   8.1 / 6.6 eV
Expectation value of S²   2.006

Structure (ORCA input):
```
! wB97M-V def2-TZVPD RIJCOSX def2/J DEFGRID3
* xyz 1 3
Pd -0.347 0.933 -0.693
S -0.085 2.904 -4.751
C 0.894 3.841 -3.708
C 0.942 3.341 -2.440
C 0.165 2.165 -2.278
C -0.434 1.799 -3.466
C -1.208 0.589 -3.578
C -1.809 0.107 -4.742
C -2.488 -1.096 -4.702
C -2.562 -1.803 -3.508
C -1.951 -1.266 -2.392
N -1.301 -0.103 -2.424
H 1.378 4.726 -4.088
H 1.501 3.819 -1.648
H -1.734 0.673 -5.660
H -2.957 -1.483 -5.596
H -3.079 -2.748 -3.440
H -1.977 -1.773 -1.434
C 2.165 -1.226 -1.492
P 1.146 -0.740 -0.064
C 2.328 -0.380 1.264
C 3.236 0.662 1.058
C 4.134 1.012 2.051
C 4.131 0.330 3.262
C 3.232 -0.706 3.469
C 2.334 -1.064 2.474
C 0.197 -2.196 0.425
C 0.403 -3.462 -0.116
C -0.411 -4.518 0.269
C -1.422 -4.321 1.197
C -1.628 -3.062 1.745
C -0.828 -2.002 1.356
H 2.849 -2.044 -1.268
H 2.746 -0.356 -1.798
H 1.506 -1.499 -2.317
H 3.236 1.204 0.118
H 4.840 1.814 1.882
H 4.833 0.602 4.038
H 3.233 -1.245 4.407
H 1.639 -1.876 2.644
H 1.190 -3.636 -0.838
H -0.249 -5.500 -0.155
H -2.052 -5.148 1.497
H -2.415 -2.906 2.471
H -0.994 -1.015 1.774
N 0.578 2.302 2.422
C -0.769 2.209 2.343
C -1.598 2.631 3.403
C -2.955 2.500 3.280
C -3.493 1.953 2.109
C -2.628 1.563 1.123
N -1.284 1.674 1.224
H 1.007 2.826 3.162
H 1.125 2.137 1.589
H -1.148 3.056 4.289
H -3.605 2.824 4.081
H -4.558 1.841 1.974
H -2.998 1.139 0.196
*
```

Formula: C6H14N2O2S
Source: OMol25
Level of theory: ωB97M-V/def2-TZVPD

Calculated values
HOMO   -7.440 eV
LUMO level   0.513 eV
HOMO-LUMO gap   8.0 eV
SMILES string   C=CN1CCNCC1.OSO

Structure (ORCA input):
```
! wB97M-V def2-TZVPD RIJCOSX def2/J DEFGRID3
* xyz 0 1
C -2.218 -0.871 -1.109
C -2.020 0.434 -0.875
N -0.823 0.947 -0.379
C -0.806 2.263 0.231
C -0.387 2.090 1.682
N 0.921 1.427 1.653
C 0.937 0.189 0.995
C 0.472 0.351 -0.457
H -1.543 -1.618 -0.931
H -3.169 -1.249 -1.574
H -2.791 1.146 -0.884
H -1.826 2.647 0.303
H -0.251 2.943 -0.481
H -0.142 3.055 2.168
H -1.139 1.751 2.395
H 1.178 1.477 2.720
H 0.246 -0.638 1.377
H 1.938 -0.328 1.179
H 1.206 1.101 -0.955
H 0.352 -0.496 -1.051
O 1.110 -4.181 -0.934
S 2.142 -3.113 -0.237
O 2.869 -2.325 -1.523
H 1.510 -5.033 -1.147
H 2.237 -1.968 -2.165
*
```

How do the records compare in E? In the order shown, they have -2075.36335, -895.07258 hartree.
How do the records compare in energy relative to the best compared isomer or geometry (same formula, charge and spin)? In the order shown, they have 1.12, 75.19 kcal per mole.